(1)
DFT (the ωB97M-V functional and the def2-TZVPD basis) results for a structure of composition C55H51MgPSb2.

Atoms and positions in Å:
C1 -4.15550 -1.06306 -0.06461
C2 6.70603 -0.47555 -0.71566
C3 -2.57669 -3.50978 -1.36828
H1 -2.03549 0.69473 -3.64934
C4 -3.58446 1.31061 0.64851
C5 1.63826 -4.19356 -0.63870
C6 1.77466 -0.68943 -1.97790
H2 7.60297 2.57096 0.44513
C7 -1.38478 1.51124 -3.35142
H3 3.53413 -5.13599 -0.21439
H4 -3.03664 -1.57927 -2.20558
C8 5.63381 1.72014 0.57474
H5 -3.27951 -6.50558 0.99532
C9 -4.34382 -1.34777 2.79626
C10 -2.85643 -4.40843 0.84574
H6 -0.01657 4.37282 -4.51711
C11 -3.88040 -1.42398 5.15517
C12 3.17797 1.44787 2.76121
H7 -5.06145 -1.22594 1.99937
P1 -2.29982 -1.66707 0.76253
C13 0.27367 3.57177 -2.54433
H8 -0.00597 -1.49050 3.73811
H9 -2.76391 -4.93280 -2.95120
H10 4.26570 1.43632 2.80910
C14 -0.25629 3.56697 -3.82903
C15 -2.11287 -1.77737 3.54815
C16 -1.09088 2.53449 -4.24011
H11 7.11969 -1.34470 -1.21490
C17 1.58263 -3.47473 2.02368
C18 2.69595 -4.57498 0.17887
C19 0.79120 6.86362 0.09144
C20 2.94980 1.33154 -2.42774
H12 -2.85111 -4.25979 1.91987
H13 0.09388 7.69481 0.11398
C21 2.69310 1.18098 -3.78074
Mg1 0.01087 -0.40648 0.72833
H14 5.23175 2.58637 1.09052
C22 -6.19711 -1.41687 -1.38240
C23 -0.84471 1.54353 -2.07073
H15 0.92101 4.39629 -2.26082
C24 -5.07741 -1.89371 -0.70703
C25 4.79831 0.64646 0.27872
H16 1.60907 -3.18141 3.06607
H17 -0.51367 -3.15962 3.68970
C26 2.47272 0.40983 -1.49767
H18 -4.12485 2.24953 0.78534
C27 1.08024 2.82318 2.86672
H19 0.96565 -1.72872 -3.68054
H20 4.04476 6.16882 -0.50684
C28 0.57147 -3.46756 -0.14379
C29 2.54357 4.72810 0.01901
H21 1.64221 -4.46457 -1.68951
H22 3.03540 1.93150 -4.48487
C30 -5.56316 0.79618 -0.76073
H23 -1.32038 -1.91950 -2.13212
H24 -6.87254 -2.11081 -1.87265
H25 -0.70657 5.42251 0.58402
C31 1.52142 -0.86309 -3.33632
H26 2.47801 8.08890 -0.43535
H27 8.57181 0.59369 -0.68830
H28 -2.31652 -2.72736 -3.34934
H29 -1.83305 -1.82398 5.66635
H30 -1.12934 0.73105 -1.39119
H31 2.80033 0.68664 3.45292
H32 -1.50833 2.52900 -5.24101
C32 -6.43888 -0.05321 -1.42231
H33 3.05670 3.57941 2.48811
C33 2.64245 -4.20249 1.51904
C34 -2.55154 -1.67928 4.86536
C35 -4.44423 0.31297 -0.08460
H34 1.45417 -1.47559 -1.29167
H35 -7.29840 0.34596 -1.94918
H36 3.45589 -4.47294 2.18548
Sb1 0.45963 2.47251 0.71814
H37 -3.28430 0.95023 1.63411
C36 6.97899 1.71253 0.22059
H38 -5.75368 1.86572 -0.75936
C37 3.00131 6.01150 -0.25600
C38 -0.70021 -2.17380 3.22285
C39 -3.00004 -1.57671 2.48948
H39 -5.83104 -1.09367 4.31249
H40 0.63753 3.77962 3.16453
C40 -3.08962 -5.67363 0.32783
C41 -0.00175 2.55482 -1.62457
C42 0.34391 5.57711 0.36314
H41 1.75542 -0.02470 -5.29650
H42 4.72609 -1.28410 -0.65758
C43 1.97167 0.08276 -4.23981
C44 5.35824 -0.44495 -0.38490
C45 2.12546 7.08655 -0.21890
C46 -4.78192 -1.27249 4.10943
C47 7.52197 0.60823 -0.41851
H43 3.51014 2.19843 -2.08866
H44 0.58924 2.03211 3.45211
C48 -2.61335 -3.31815 0.01849
H45 -4.92658 -2.96930 -0.69018
H46 -3.23278 -6.84853 -1.46815
C49 -2.29802 -2.37506 -2.31715
C50 2.58387 2.79976 3.09879
C51 -3.06231 -5.86524 -1.04557
H47 2.81395 3.05610 4.14626
C52 0.49178 -3.05272 1.21266
C53 -2.79941 -4.78620 -1.87694
C54 -0.56762 -2.22347 1.72139
H48 -2.66780 1.53787 0.10395
H49 3.23952 3.89721 -0.03402
H50 -0.23391 -3.21722 -0.81730
C55 1.20823 4.48330 0.33514
Sb2 2.63379 0.60089 0.73539
H51 -4.21440 -1.35859 6.18450

Cartesian forces (eV/Å) of the 3 atoms listed first:
C 0.062 -0.064 0.103
C -0.016 -0.030 -0.022
C 0.021 -0.018 -0.118

Values from the calculation:
LUMO level	4.36	eV
highest occupied orbital energy	-1.22	eV
charge	-2

These are the Mulliken partial charges, in e, on atoms 1 to 2: -0.1371, -0.6322

=====

(2)
DFT (the ωB97M-V functional and the def2-TZVPD basis) results for a structure of composition C55H53N7OPtTe.

Atoms and positions in Å:
H1 -2.57331 -6.79443 -1.44972
C1 1.97067 7.90678 -3.66798
C2 -2.17234 -6.43284 1.86965
C3 -3.02641 -1.13917 3.40729
C4 -1.60622 1.95466 2.60870
H2 2.56380 8.37544 -2.88000
C5 -1.60703 -5.14089 -0.51277
C6 -1.29469 -4.49404 -1.83026
H3 3.22058 5.49582 -3.80622
H4 -1.98845 -3.67946 -2.03056
C7 1.78673 4.17329 -2.93965
H5 3.09202 3.63684 -5.27846
H6 1.08241 4.68789 -0.02968
C8 1.81454 4.25890 0.63814
C9 4.41893 -2.98688 0.45756
H7 -0.27987 -4.08553 -1.85604
C10 3.94983 -3.56043 -0.68923
C11 -0.94942 -0.96799 4.57270
C12 4.65009 -0.98849 1.89821
H8 -3.45690 -3.01382 0.99704
C13 -3.34794 -8.30675 0.66341
C14 -1.00494 -4.75834 3.26841
H9 -5.79298 0.86902 -2.00599
H10 4.20580 -4.58200 -0.93608
C15 -2.99771 2.05774 -3.51043
H11 5.31574 -1.53241 2.55755
H12 -0.44480 7.27608 -2.54417
N1 -0.06726 -1.29018 -0.37563
H13 -2.79932 0.77962 5.92087
C16 -3.20308 -1.95355 1.05262
H14 1.70303 -1.19066 2.61751
C17 3.24834 -0.90999 -0.07744
C18 -0.26510 -1.46379 3.47367
H15 1.14782 8.58002 -3.90533
C19 3.16296 -2.79646 -1.57504
H16 -0.99651 -5.60024 3.95845
C20 1.45958 6.56188 -3.22968
C21 -5.13043 0.85412 -2.87156
C22 3.47064 1.00146 1.25692
C23 -2.33304 -0.81906 4.56557
C24 2.81596 -1.50526 -1.28151
H17 -1.18799 5.10280 -1.68892
H18 2.23118 -0.91604 -1.97033
H19 5.06201 -3.53822 1.13249
C25 -0.28422 -0.85543 -1.59097
C26 -0.33426 1.62814 2.11999
H20 -0.38801 -0.68154 5.45576
C27 3.76054 1.26696 -3.14881
Te1 0.02831 -2.81045 0.79837
C28 -1.99729 1.85236 -0.95442
N2 -1.60284 1.81633 0.41448
H21 -2.74894 -0.80662 6.67467
N3 2.91871 2.04236 -2.48080
C29 2.35631 5.05371 1.63791
C30 3.24083 2.92144 -4.48877
C31 -2.38790 2.07389 1.48560
H22 2.60492 7.82284 -4.55039
C32 3.12113 2.41010 1.42669
C33 0.20042 6.41210 -2.65207
N4 2.88401 0.38275 0.23603
H23 4.81943 0.84950 2.94060
H24 0.59236 1.48567 2.65349
C34 -2.28744 -6.34938 -0.50286
H25 -2.81584 -9.05092 0.06944
C35 4.00370 1.78062 -4.42740
C36 -3.04545 -0.27368 5.77089
H26 -0.82943 -2.21866 -3.15741
C37 3.28171 4.53745 2.53772
C38 2.20105 2.93028 0.50362
Pt1 1.41936 1.57742 -0.73671
H27 2.04589 6.08798 1.71974
N5 0.12937 2.84389 -1.69136
H28 3.69968 5.16352 3.31425
H29 -3.82811 0.86099 -0.47880
C39 -3.25330 1.33961 -1.26464
H30 4.37403 2.81393 3.14229
N6 -0.35193 1.53886 0.80060
C40 -2.60013 -7.00409 0.68188
H31 -4.33511 -8.17892 0.21719
C41 2.23630 5.42314 -3.35848
H32 -4.12576 -0.35435 5.66437
H33 4.14884 0.37351 -2.68800
H34 -4.09989 -0.98836 3.37325
H35 -5.04267 -0.18352 -3.20284
C42 -2.38713 -1.64509 2.27880
C43 4.09963 -1.64641 0.77207
O1 0.35306 0.16300 -1.99873
C44 -1.47619 -5.22627 1.91359
H36 -1.38254 -5.21075 -2.64491
H37 -2.17742 -1.76236 -2.09644
H38 1.62862 -1.00458 4.36710
C45 -1.24012 -4.55935 0.70303
H39 -2.36366 -6.94954 2.80345
H40 2.84036 -3.23220 -2.51288
H41 -3.37679 2.15627 -4.52108
C46 3.65874 3.21310 2.43545
H42 0.01338 -4.36182 3.24481
C47 -1.73141 2.52198 -3.21802
C48 -1.17705 2.42864 -1.93341
H43 -1.12654 2.96672 -3.99834
H44 1.56731 -2.61221 3.65630
N7 2.60254 3.05603 -3.30499
C49 4.37307 0.32041 2.11328
C50 1.23684 -1.57754 3.52763
H45 -3.41990 2.35245 1.36069
H46 -3.47895 -8.70363 1.66842
H47 -4.13377 -1.38760 1.07078
H48 -1.65184 -3.98661 3.68565
C51 -1.00645 -1.83229 2.34658
H49 -1.52977 -0.60041 -3.27468
C52 -3.78252 1.43468 -2.54051
C53 -1.27347 -1.40314 -2.58652
C54 0.55846 4.02940 -2.28009
H50 4.63436 1.37385 -5.19740
H51 -5.61196 1.41223 -3.67386
H52 -1.90522 2.11019 3.62976
C55 -0.22422 5.18846 -2.17639
H53 -2.66474 -1.68448 0.14263

Cartesian forces (eV/Å) of the 3 atoms listed first:
H 0.003 -0.002 0.000
C 0.001 0.000 -0.002
C -0.003 0.008 -0.007

Values from the calculation:
LUMO level (alpha / beta)	-2.62 / -2.61	eV
highest occupied orbital energy (alpha / beta)	-8.92 / -8.90	eV
relative energy (zero: lowest compared OMol25 entry of this formula, charge and spin)	0.1	kcal/mol
multiplicity	2
charge	+1

These are the Mulliken partial charges, in e, on atoms 1 to 2: 0.4475, -1.5731

=====

> Which of these has the lowest charge?

C55H51MgPSb2

=====

> Which of these has the lowest charge?

C55H51MgPSb2

=====

> What is the formula in the second record?

C55H53N7OPtTe

=====

> The highest charge belongs to which entry?

C55H53N7OPtTe